Record 1
ORCA calculation (wB97M-V/def2-TZVPD) on C39H47BCaN9S7 as an isolated structure.

Atoms and positions in Å:
Ca1 -0.80413 -0.16402 -1.04704
S1 6.53513 0.75325 -3.71971
S2 -1.58435 -1.99365 1.06684
S3 -2.94594 1.08228 -2.22427
S4 0.91854 -0.59736 -3.32664
S5 -1.55613 1.99972 0.70828
S6 3.79180 -0.44703 -4.17432
S7 1.69934 -0.10958 0.43935
N1 2.85846 0.99560 -2.28844
N2 -2.12760 -1.87160 -2.52467
N3 4.20546 1.28026 -2.44534
N4 -1.66160 -0.10944 3.03433
N5 0.78129 -0.96540 2.86400
N6 2.02234 -2.45503 1.85192
N7 0.28266 1.56214 2.68633
N8 0.73641 3.33051 1.47979
N9 -3.64043 -0.51033 2.19605
C1 5.94425 4.15767 -0.89154
C2 2.88428 -3.28271 0.95139
C3 5.83655 3.82761 0.45429
C4 2.47333 0.09282 -3.13510
C5 -4.83851 -0.85074 1.36076
C6 1.48307 -1.20438 1.72967
C7 4.90817 0.61671 -3.38666
C8 -4.56607 -1.84106 0.23523
C9 1.46954 2.09350 3.14546
C10 -0.52654 -3.51748 -1.71447
C11 -3.24125 -1.51226 -3.24179
C12 -3.70981 -0.15397 -3.18220
C13 -5.35078 0.45014 0.74084
C14 1.84799 4.04817 -0.57204
C15 -5.09005 -2.09424 -4.75506
C16 1.76322 3.16935 2.40113
C17 1.23669 5.70965 1.21296
C18 5.19806 2.65447 0.83308
C19 0.80690 4.43710 0.47219
C20 -2.31910 -0.82835 2.09598
C21 0.87452 -2.06301 3.68953
C22 4.19584 -3.54734 1.69685
C23 -5.88689 -1.46295 2.29549
C24 4.67003 1.80815 -0.13093
C25 -0.15306 2.30786 1.64031
C26 -1.70841 -3.11453 -2.54897
C27 -2.35894 -4.11914 -3.30618
C28 2.14049 -4.59520 0.68764
C29 -3.79054 0.41536 3.21938
C30 -0.51974 4.74760 -0.21658
C31 -4.84453 0.14792 -3.91804
C32 -3.94147 -2.46333 -4.02143
C33 -2.57417 0.65334 3.72915
C34 4.78518 2.14873 -1.46828
C35 3.22709 -2.65751 -0.39919
C36 -5.52527 -0.80038 -4.69545
C37 1.63188 -2.98400 3.07672
C38 -3.45735 -3.79118 -4.03183
C39 5.41624 3.31782 -1.86063
B1 -0.16000 0.19561 3.27993
H1 1.92995 -3.96076 3.40667
H2 -4.59821 0.88393 0.07984
H3 -4.74203 0.83751 3.47905
H4 -0.87129 -4.04158 -0.81929
H5 3.82713 -3.39853 -0.93418
H6 5.49549 3.55258 -2.91270
H7 4.13000 0.91141 0.14274
H8 0.37843 -2.09032 4.64332
H9 -0.03530 0.29921 4.48401
H10 -6.24052 0.23435 0.14598
H11 4.85391 -4.15273 1.07237
H12 6.43946 5.07407 -1.18633
H13 -6.20085 -0.77572 3.08162
H14 2.00932 1.63934 3.95776
H15 1.94187 -5.15393 1.60244
H16 -1.96959 -5.12913 -3.29317
H17 4.69895 -2.60403 1.91420
H18 1.58193 3.10765 -1.05713
H19 5.09908 2.39741 1.88048
H20 -6.40530 -0.49657 -5.25062
H21 2.83515 3.93000 -0.12290
H22 -5.52430 -2.02349 -0.25747
H23 -0.35901 5.65919 -0.79711
H24 2.23426 5.63559 1.64371
H25 -3.87679 -1.43718 -0.50266
H26 -6.76987 -1.72417 1.71086
H27 0.08198 -2.66805 -1.40822
H28 -1.32072 4.92500 0.50011
H29 -0.83953 3.95889 -0.88845
H30 2.74448 -5.22382 0.03179
H31 -5.60390 -2.84172 -5.34762
H32 -3.97883 -4.53549 -4.62391
H33 6.25125 4.48836 1.20621
H34 2.35335 -2.42176 -1.00218
H35 -4.16820 -2.78392 0.60173
H36 0.12529 -4.18664 -2.27877
H37 -5.20579 1.16779 -3.87904
H38 0.52757 5.94985 2.00728
H39 -5.61829 1.18592 1.50044
H40 4.03498 -4.07803 2.63623
H41 1.18781 -4.39299 0.19957
H42 1.90886 4.82837 -1.33383
H43 2.61394 3.82162 2.43877
H44 1.25234 6.53551 0.50137
H45 -5.49858 -2.36995 2.76204
H46 -2.26350 1.31779 4.51561
H47 3.81156 -1.74700 -0.29873

Summary:
Energy above the lowest of the compared OMol25 structures with the same formula, charge and spin = 0.245 eV
Orbital gap = 6.72 eV
Electronic energy = -5497.363781 a.u.
Net charge = -1
M = 917.2 g/mol

---

Record 2
ORCA calculation (wB97M-V/def2-TZVPD) on C39H47Ge2N3PdS as an isolated structure in a non-equilibrium geometry.

Atoms and positions in Å:
Pd1 -0.59550 -1.23631 -0.27003
Ge1 2.33756 -2.53285 -2.92058
Ge2 1.66805 -2.02665 -0.58340
S1 -1.37211 -2.31185 -2.25716
N1 -0.98110 1.29316 1.88660
N2 -1.32501 0.81127 -0.36834
N3 -1.06969 3.00113 0.35389
C1 -3.13774 2.32030 -3.22053
C2 2.74674 -5.61915 2.33306
C3 -1.51290 -4.05497 -1.80614
C4 2.04566 -3.49584 0.65253
C5 -1.07954 0.01491 2.45100
C6 2.18846 0.14272 1.37206
C7 -1.28612 4.06704 1.25838
C8 -1.10884 -1.13996 1.67535
C9 3.14047 2.28552 0.83381
C10 -1.31410 -1.29306 4.44550
C11 1.83494 -1.12986 -4.21188
C12 -1.63912 1.31477 -1.65517
C13 -0.70160 1.15823 -2.67346
C14 4.30405 -2.68845 -2.83101
C15 -1.30615 -2.36786 2.31112
C16 -2.88415 1.89720 -1.91954
C17 -2.20519 2.16808 -4.23560
C18 2.69211 -4.62563 0.15051
C19 -1.41817 -2.45053 3.68666
C20 -0.75626 6.28917 1.96079
C21 2.27025 -0.25321 0.03736
C22 1.52305 -4.20741 -3.55781
C23 -2.44468 5.04658 3.12357
C24 3.22638 1.91005 -0.49792
C25 0.48215 5.33400 -0.01550
C26 2.09467 -4.50557 2.84582
C27 -1.14568 1.66446 0.60153
C28 3.04407 -5.67923 0.98024
C29 2.62046 1.39919 1.76810
C30 -3.09549 -1.81493 -1.99781
C31 1.74782 -3.45554 2.01226
C32 -2.25284 3.98434 2.25484
C33 -1.07413 1.19227 4.69244
C34 -0.97955 1.57941 -3.96373
C35 2.79137 0.65173 -0.88813
C36 -1.15323 -0.05186 3.85357
C37 -0.52964 5.23229 1.08873
C38 -1.69338 6.20128 2.97911
C39 -3.92850 2.05581 -0.85185
H1 2.92982 -4.69943 -0.90624
H2 -1.91271 1.86747 4.50160
H3 4.63531 -3.37302 -2.05124
H4 1.92738 -5.08935 -3.06276
H5 2.56122 1.68364 2.81149
H6 4.75636 -1.71398 -2.64661
H7 -3.96053 3.08271 -0.47940
H8 1.22515 -2.60710 2.43354
H9 -3.21161 -0.82502 -2.43450
H10 -4.09830 2.77073 -3.44182
H11 -0.15345 1.75617 4.51027
H12 -1.34899 -3.27570 1.71848
H13 3.02000 -6.43673 2.98707
H14 0.44629 -4.19484 -3.42414
H15 -1.96135 -4.60356 -2.63201
H16 -1.37637 -1.34992 5.52518
H17 -3.73917 1.39858 -0.00278
H18 0.24940 0.70877 -2.41823
H19 -3.19653 4.97468 3.89818
H20 -2.43776 2.50468 -5.23702
H21 -0.51771 -4.43962 -1.59927
H22 1.70053 -0.14557 -3.77430
H23 3.48790 3.26219 1.14686
H24 1.15016 4.46843 -0.02376
H25 -3.74737 -2.51519 -2.51747
H26 -0.78011 2.04790 2.52366
H27 1.78409 -0.53373 2.11700
H28 0.00093 5.38557 -0.99708
H29 -1.84125 7.03639 3.65003
H30 -0.24417 1.44929 -4.74705
H31 2.61854 -1.05085 -4.96711
H32 3.54912 -6.54410 0.57039
H33 1.08421 6.23322 0.09609
H34 -1.56761 -3.40835 4.16728
H35 -2.87283 3.09949 2.33492
H36 4.67554 -3.05481 -3.78909
H37 1.71367 -4.30034 -4.62791
H38 -0.17742 7.19666 1.84160
H39 -3.33871 -1.78548 -0.93678
H40 3.63985 2.59139 -1.23054
H41 2.87570 0.37297 -1.93414
H42 -1.08873 0.93882 5.75000
H43 0.90769 -1.40950 -4.71233
H44 -0.95256 3.24440 -0.61838
H45 -4.91700 1.82260 -1.24757
H46 1.85314 -4.45485 3.89993
H47 -2.11764 -4.15988 -0.90729

Summary:
2S+1 = 2
Orbital gap (alpha / beta) = 6.70 / 6.75 eV
Electronic energy = -6358.317920 a.u.
Net charge = +1
M = 841.5 g/mol

---

Record 3
ORCA calculation (wB97M-V/def2-TZVPD) on C39H47HgN10O6S4 as an isolated structure.

Atoms and positions in Å:
Hg1 -0.48724 -0.04661 -0.28508
S1 -3.71471 -0.66305 4.30019
S2 -4.14264 -3.22967 -1.51154
S3 0.35495 -1.90080 -4.45390
S4 -2.93005 1.86291 -0.05561
O1 1.10890 1.94619 0.65858
O2 -3.34418 0.52398 -0.42993
O3 0.90839 2.74905 2.73256
O4 0.63564 -3.08967 -5.24855
O5 -2.64509 2.79472 -1.13841
O6 -1.02680 -1.47013 -4.43586
N1 -0.33411 1.97690 -3.60868
N2 -1.22915 0.39740 3.95952
N3 -1.47531 -3.57463 -1.96796
N4 1.18437 -2.96455 -0.48519
N5 -0.81846 3.29222 -3.35538
N6 -2.12415 -1.04510 2.32152
N7 -2.20182 -2.73927 0.09986
N8 -1.83274 1.77390 1.04693
N9 1.12152 -0.68088 2.07976
N10 0.86882 -2.00075 -2.97220
C1 -4.80076 3.84603 0.47593
C2 -4.23465 -1.69242 3.01058
C3 3.09475 0.00379 3.64846
C4 3.60736 -1.20687 4.43765
C5 2.91769 1.11502 -5.40373
C6 2.59381 1.35090 -6.73029
C7 0.24961 4.29394 -3.33295
C8 -4.51495 -2.61788 0.05856
C9 2.23571 0.14628 -4.68046
C10 1.52259 3.81556 -2.62403
C11 0.47982 2.51016 1.58710
C12 -0.31652 5.50597 -2.59790
C13 -2.43853 -3.15996 -1.10087
C14 1.97823 -0.42450 2.79523
C15 -6.57734 3.61345 2.10109
C16 3.15978 -2.74706 -3.53815
C17 1.30630 -3.37646 0.74593
C18 2.26565 -2.97856 -1.30763
C19 2.57845 1.09200 4.59640
C20 0.90578 -0.35534 -6.62344
C21 2.08608 -2.54622 -2.67806
C22 -2.21586 -0.38754 3.42240
C23 1.57917 0.62121 -7.33834
C24 -5.06235 1.77967 1.67035
C25 -0.98467 2.92872 1.29670
C26 4.60676 -3.55293 -1.76951
C27 -6.14775 2.31172 2.34678
C28 4.19322 0.56232 2.73953
C29 0.58412 4.66289 -4.78057
C30 1.24401 -0.59360 -5.29775
C31 -7.76264 4.19082 2.83172
C32 3.62536 -3.85503 0.48698
C33 4.39666 -3.22458 -3.08000
C34 -5.89262 4.36936 1.15597
C35 -4.38447 2.55064 0.73628
C36 3.52424 -3.45509 -0.86553
C37 -3.36929 -2.40993 0.74925
C38 2.52775 -3.81753 1.29409
C39 -3.26951 -1.75583 2.05842
H1 2.00379 3.02660 -3.20313
H2 2.45523 -0.01972 -3.63442
H3 3.69052 1.70028 -4.92062
H4 0.11150 -0.93574 -7.07244
H5 -4.73186 0.76432 1.84875
H6 -6.21822 5.38350 0.94876
H7 -0.49710 0.60371 3.28346
H8 2.80791 -1.64752 5.03355
H9 -6.66701 1.70855 3.08364
H10 5.20679 -3.33042 -3.79368
H11 0.40068 -3.35322 1.34259
H12 -5.51630 -2.32697 0.32292
H13 0.08050 1.58152 -2.76078
H14 -4.26718 4.42594 -0.26460
H15 2.57573 -4.12986 2.32982
H16 2.22679 4.64679 -2.52509
H17 -0.97597 3.63108 0.45376
H18 -8.11046 3.51057 3.60934
H19 4.50410 -0.18020 2.00394
H20 -0.56041 -3.19908 -1.69738
H21 0.84592 3.75681 -5.32716
H22 1.30702 3.42814 -1.62682
H23 -7.51048 5.14324 3.30211
H24 2.15709 1.92016 4.02677
H25 5.05603 0.84167 3.34854
H26 -8.59566 4.37345 2.14885
H27 5.56945 -3.91027 -1.42271
H28 4.58155 -4.20644 0.86183
H29 3.99658 -1.97126 3.76371
H30 -1.31818 3.45703 2.19594
H31 -1.12606 1.38568 -3.83564
H32 3.12100 2.11605 -7.28794
H33 3.03861 -2.53040 -4.58970
H34 -0.42572 5.29216 -1.53277
H35 4.40904 -0.88793 5.10639
H36 -1.67189 -3.37686 -2.94047
H37 3.83002 1.44132 2.20820
H38 -1.56058 1.25036 4.38548
H39 3.40559 1.44756 5.21644
H40 1.79400 0.69601 5.24340
H41 -0.28646 5.11528 -5.25992
H42 -1.29956 5.76085 -3.00009
H43 0.34507 6.36674 -2.71463
H44 -1.34857 3.31024 -2.48138
H45 1.31206 0.81851 -8.36964
H46 -5.20307 -2.16117 3.02202
H47 1.42282 5.36316 -4.82637

Summary:
2S+1 = 2
Energy above the lowest of the compared OMol25 structures with the same formula, charge and spin = 0.000 eV
Orbital gap (alpha / beta) = 5.89 / 6.48 eV
Electronic energy = -4259.598688 a.u.
Net charge = -2
M = 1080.7 g/mol